No. 1
ORCA calculation (the ωB97M-V functional and the def2-TZVPD basis) on C45H34N6P2S2Se3Y as an isolated structure at a distorted geometry.

Geometry as XYZ:
```
93
Properties=species:S:1:pos:R:3
Y 0.27 -0.14 -0.17
S -1.83 1.72 -4.05
C -1.20 3.04 -3.17
C -0.43 2.65 -2.11
C -0.31 1.24 -1.95
C -1.04 0.61 -2.93
C -1.21 -0.81 -3.08
C -1.83 -1.39 -4.21
C -1.92 -2.76 -4.30
C -1.40 -3.54 -3.27
C -0.84 -2.90 -2.18
N -0.75 -1.58 -2.07
H -1.45 4.03 -3.49
H 0.02 3.37 -1.45
H -2.20 -0.74 -4.99
H -2.40 -3.22 -5.15
H -1.42 -4.62 -3.32
H -0.42 -3.47 -1.36
S -0.80 1.62 1.91
C -2.29 1.10 1.26
C -3.51 1.49 1.84
C -4.68 1.08 1.26
C -4.64 0.29 0.12
C -3.41 -0.07 -0.38
N -2.25 0.31 0.16
H -3.48 2.10 2.73
H -5.63 1.37 1.69
H -5.54 -0.04 -0.37
H -3.32 -0.70 -1.26
Se 4.45 -3.17 4.89
P 4.10 -1.11 4.65
C 5.63 -0.13 4.53
C 5.56 1.25 4.39
C 6.72 1.99 4.30
C 7.95 1.35 4.36
C 8.02 -0.02 4.51
C 6.86 -0.77 4.58
C 3.24 -0.50 6.14
C 2.11 -1.22 6.52
C 1.45 -0.92 7.69
C 1.93 0.10 8.50
C 3.06 0.80 8.14
C 3.72 0.51 6.96
C 3.12 -0.58 3.24
C 1.87 -0.86 2.65
N 1.81 -0.08 1.56
N 2.92 0.61 1.47
N 3.71 0.33 2.46
P 0.44 -1.86 3.05
Se -0.95 -2.32 1.50
C 1.10 -3.46 3.61
C 0.76 -4.05 4.82
C 1.25 -5.31 5.11
C 2.04 -5.98 4.20
C 2.36 -5.39 2.98
C 1.89 -4.13 2.69
C -0.42 -1.02 4.41
C -1.58 -1.62 4.90
C -2.29 -1.01 5.92
C -1.85 0.21 6.43
C -0.73 0.82 5.90
C -0.01 0.21 4.89
H 4.60 1.74 4.33
H 6.67 3.06 4.19
H 8.86 1.93 4.30
H 8.98 -0.52 4.55
H 6.90 -1.84 4.69
H 1.79 -2.04 5.89
H 0.58 -1.49 7.97
H 1.43 0.32 9.44
H 3.45 1.57 8.79
H 4.62 1.05 6.70
H 0.11 -3.54 5.52
H 1.00 -5.77 6.06
H 2.42 -6.96 4.43
H 2.98 -5.91 2.27
H 2.13 -3.65 1.74
H -1.92 -2.54 4.45
H -3.18 -1.47 6.31
H -2.39 0.68 7.24
H -0.41 1.78 6.28
H 0.85 0.70 4.46
Se 2.23 -2.21 -0.88
C 3.01 -1.01 -2.14
C 3.39 0.28 -1.77
C 3.99 1.07 -2.73
N 4.21 0.69 -3.98
C 3.84 -0.54 -4.31
C 3.24 -1.43 -3.45
H 3.27 0.64 -0.75
H 4.32 2.07 -2.48
H 4.04 -0.82 -5.34
H 2.95 -2.42 -3.75
```

Output
Net charge: -1
Energy above the lowest of the compared OMol25 structures with the same formula, charge and spin, kcal per mole: 19.1
Strongest force on any atom, Eh/bohr: 0.026
E_HOMO, Ha: -0.1708


No. 2
ORCA calculation (the ωB97M-V functional and the def2-TZVPD basis) on a 13-piece molecular cluster, C54H139N5O18 overall at a distorted geometry.

Geometry as XYZ:
```
216
Properties=species:S:1:pos:R:3
C 0.29 -4.90 3.36
O -0.05 -3.70 2.67
C 0.11 -2.49 3.39
C -0.51 -1.33 2.55
N 0.54 -0.46 1.97
C 0.03 0.49 1.00
C 1.12 1.33 0.31
O 1.75 0.51 -0.67
C 3.15 0.88 -1.03
H 0.18 -5.70 2.63
H -0.46 -5.05 4.14
H 1.31 -4.81 3.75
H 1.16 -2.40 3.69
H -0.41 -2.53 4.35
H -1.28 -0.83 3.13
H -1.05 -1.88 1.78
H 1.12 -1.10 1.44
H -0.52 1.22 1.60
H -0.61 -0.02 0.29
H 1.82 1.70 1.07
H 0.69 2.20 -0.19
H 3.31 1.95 -1.10
H 3.37 0.41 -1.99
H 3.92 0.48 -0.37
C -1.10 3.52 -2.23
O 0.17 3.65 -2.90
C 0.37 2.63 -3.88
C -0.56 2.95 -5.12
N -0.39 2.11 -6.26
C -0.60 0.70 -6.10
C -0.23 -0.07 -7.43
O 1.11 -0.35 -7.67
C 1.94 0.77 -7.88
H -1.92 3.25 -2.89
H -1.41 4.45 -1.76
H -0.99 2.80 -1.41
H 0.27 1.65 -3.42
H 1.35 2.64 -4.34
H -0.35 3.97 -5.47
H -1.59 2.93 -4.79
H -0.87 2.47 -7.07
H -1.65 0.51 -5.88
H 0.05 0.20 -5.38
H -0.72 0.40 -8.29
H -0.75 -1.02 -7.29
H 2.51 0.65 -8.80
H 2.72 0.78 -7.12
H 1.30 1.65 -8.00
C -10.72 -2.65 5.62
O -9.93 -1.41 5.35
C -9.49 -1.27 3.97
C -8.45 -2.16 3.26
N -7.14 -2.14 3.97
C -5.99 -2.65 3.23
C -4.56 -2.49 3.99
O -3.85 -1.25 3.82
C -4.54 -0.19 4.36
H -10.27 -3.53 5.17
H -11.77 -2.42 5.43
H -10.80 -2.85 6.68
H -9.19 -0.24 3.83
H -10.37 -1.43 3.35
H -8.22 -1.59 2.36
H -8.66 -3.12 2.81
H -7.27 -2.53 4.89
H -5.98 -2.12 2.28
H -6.01 -3.69 2.90
H -3.85 -3.28 3.73
H -4.85 -2.65 5.02
H -4.03 0.77 4.24
H -4.87 -0.31 5.39
H -5.52 -0.01 3.91
C 4.41 -1.21 -6.42
O 4.07 -1.29 -5.05
C 5.07 -1.05 -4.11
C 5.70 0.33 -4.16
N 4.71 1.47 -4.28
C 5.24 2.63 -4.95
C 6.32 3.34 -4.17
O 6.67 4.42 -4.96
C 7.43 5.41 -4.35
H 4.49 -0.15 -6.69
H 3.60 -1.62 -7.02
H 5.42 -1.48 -6.74
H 5.79 -1.87 -4.14
H 4.66 -1.13 -3.11
H 6.39 0.43 -5.00
H 6.30 0.45 -3.26
H 3.77 1.33 -4.63
H 4.39 3.29 -5.14
H 5.55 2.34 -5.95
H 7.12 2.62 -3.98
H 5.97 3.64 -3.19
H 8.33 5.14 -3.79
H 6.86 6.04 -3.68
H 7.92 6.11 -5.03
C 2.96 4.92 -2.08
O 2.62 6.28 -1.79
C 1.28 6.49 -2.21
C 0.83 7.96 -1.95
N 1.22 8.95 -3.00
C 1.08 10.34 -2.47
C 1.70 10.58 -1.09
O 0.80 10.35 0.01
C 1.55 10.31 1.28
H 2.26 4.14 -1.77
H 3.78 4.81 -1.37
H 3.16 4.72 -3.13
H 0.52 5.80 -1.86
H 1.16 6.19 -3.25
H 1.21 8.25 -0.97
H -0.26 8.03 -1.86
H 2.22 8.90 -3.11
H 0.04 10.67 -2.43
H 1.58 11.07 -3.11
H 2.12 11.59 -1.02
H 2.63 10.02 -1.01
H 2.19 9.43 1.34
H 0.89 10.34 2.15
H 2.19 11.17 1.46
C -4.27 1.87 -0.76
C -4.63 0.93 0.32
C -5.72 -0.04 -0.13
O -3.54 0.20 0.90
H -4.03 2.87 -0.41
H -5.02 2.02 -1.54
H -3.40 1.39 -1.19
H -5.18 1.58 1.01
H -6.09 -0.59 0.74
H -5.24 -0.71 -0.84
H -6.48 0.46 -0.72
H -3.82 -0.24 1.70
C 5.72 -5.49 6.04
C 4.47 -6.26 5.53
C 3.16 -5.47 5.58
O 4.67 -6.61 4.16
H 6.66 -6.02 5.91
H 5.53 -5.19 7.07
H 5.79 -4.51 5.56
H 4.31 -7.17 6.12
H 2.40 -6.26 5.53
H 3.08 -4.76 4.76
H 3.02 -5.00 6.56
H 5.14 -5.92 3.67
C -0.02 6.76 2.16
C 0.35 5.25 1.82
C 1.82 4.89 2.33
O -0.61 4.31 2.18
H -0.11 6.78 3.25
H -0.95 6.94 1.62
H 0.69 7.58 2.06
H 0.52 5.19 0.74
H 2.52 5.71 2.16
H 2.19 4.07 1.72
H 2.05 4.55 3.34
H -0.72 4.32 3.13
C -1.15 0.66 6.61
C 0.18 0.76 5.73
C 0.33 2.20 5.14
O 1.27 0.56 6.63
H -1.92 0.35 5.91
H -1.44 1.53 7.19
H -0.93 -0.09 7.37
H 0.25 -0.01 4.96
H -0.40 2.37 4.35
H 1.27 2.27 4.58
H 0.40 2.99 5.88
H 2.08 0.49 6.13
C -2.23 -8.12 2.89
C -1.05 -8.90 2.26
C 0.07 -9.01 3.27
O -1.43 -10.29 2.19
H -3.12 -8.26 2.29
H -2.10 -7.05 2.73
H -2.35 -8.47 3.92
H -0.85 -8.52 1.26
H 1.02 -9.38 2.90
H -0.22 -9.67 4.09
H 0.40 -8.04 3.64
H -0.72 -10.66 1.66
C -4.10 -1.13 -4.03
C -3.07 -1.95 -3.31
C -2.11 -1.23 -2.33
O -3.74 -2.96 -2.66
H -3.70 -0.25 -4.55
H -4.78 -0.68 -3.31
H -4.59 -1.57 -4.90
H -2.41 -2.41 -4.05
H -1.59 -0.35 -2.71
H -1.37 -1.81 -1.78
H -2.79 -0.90 -1.54
H -3.19 -3.13 -1.88
C 3.57 -3.27 1.66
C 2.72 -3.47 0.39
C 3.51 -2.97 -0.76
O 2.53 -4.89 0.12
H 4.50 -3.82 1.52
H 3.07 -3.35 2.62
H 4.00 -2.27 1.63
H 1.79 -2.91 0.49
H 3.70 -1.89 -0.77
H 2.99 -3.25 -1.68
H 4.49 -3.42 -0.88
H 1.77 -4.96 -0.46
C -0.79 -6.30 -0.48
C -0.46 -5.85 -1.87
C -1.68 -5.64 -2.83
O 0.16 -4.48 -1.78
H 0.22 -6.39 -0.07
H -1.36 -7.23 -0.42
H -1.15 -5.46 0.10
H 0.25 -6.48 -2.41
H -1.90 -6.60 -3.30
H -1.43 -4.82 -3.50
H -2.55 -5.26 -2.29
H 0.64 -4.27 -2.58
```

Output
Energy above the lowest of the compared OMol25 structures with the same formula, charge and spin, kcal per mole: 176.0
Strongest force on any atom, Eh/bohr: 0.070
E_HOMO, Ha: -0.3158